10 unconnected molecules or ions with the total composition C34H46F2O30. Source: OMol25; level of theory: ωB97M-V with the def2-TZVPD basis set.

Its gap between HOMO and LUMO (spin up / spin down) is 0.3578 / 0.0864 Ha. As for the total charge: +1. The HOMO energy (spin up / spin down) comes out at -12.20 / -12.20 eV. The spin multiplicity is 2. As for the maximum force: 5.52 eV/Å.

The geometry in XYZ format:
```
112
Properties=species:S:1:pos:R:3:mulliken_spin:R:1
C 0.2243 1.7484 -3.5240 0.0000
C -0.5399 2.8334 -4.3528 0.0000
O -0.6350 3.9800 -3.4691 0.0000
C -0.0261 3.6851 -2.3647 0.0000
O 0.0864 4.4617 -1.4075 0.0000
O 0.4461 2.4563 -2.2804 0.0000
H 1.1752 1.6248 -4.0423 0.0000
H -0.3110 0.8006 -3.4681 0.0000
H -1.5400 2.4744 -4.5958 0.0000
H 0.0181 3.1254 -5.2425 0.0000
C -1.6150 -4.6798 3.3147 0.0000
C -2.8884 -4.0076 3.6440 0.0000
O -3.1512 -3.0748 2.6142 0.0000
C -2.0880 -2.9021 1.9080 0.0000
O -1.8986 -2.0275 1.0383 0.0000
O -1.1644 -3.8357 2.2215 0.0000
H -1.8588 -5.6054 2.7932 0.0000
H -0.8296 -4.7334 4.0685 0.0000
H -2.6740 -3.4437 4.5519 0.0000
H -3.6722 -4.7390 3.8407 0.0000
C -4.1422 -0.6776 4.8513 0.0000
C -4.4166 -0.0791 3.4055 0.0000
O -3.2544 0.5383 3.0561 0.0000
C -2.4402 0.6393 4.1336 0.0000
O -1.4438 1.3637 4.1849 0.0000
O -2.8582 -0.1777 5.0845 0.0000
H -4.1559 -1.7468 5.0628 0.0000
H -4.8904 -0.2892 5.5423 0.0000
H -5.1879 0.6911 3.3997 0.0000
H -4.7077 -0.8485 2.6904 0.0000
C 0.1428 -2.3354 -2.1040 0.0004
C -0.5330 -3.6547 -1.8028 -0.0002
O 0.4359 -4.5969 -2.1268 0.0006
C 1.3280 -4.0662 -2.8956 -0.0006
O 2.1003 -4.6920 -3.5938 0.0023
O 1.3320 -2.7121 -2.7920 0.0001
H 0.2918 -1.8315 -1.1491 0.0002
H -0.5347 -1.7509 -2.7265 0.0000
H -1.4393 -3.9523 -2.3304 0.0000
H -0.6801 -3.7489 -0.7269 0.0000
C 4.5621 -2.6285 -1.1883 0.0910
C 5.0947 -3.7407 -2.1007 0.0569
C 5.3272 -3.4116 -3.5815 0.0916
O 6.7052 -3.6432 -3.7265 0.2105
C 7.3001 -4.0593 -2.6013 -0.0259
O 8.4319 -4.3439 -2.4809 0.0182
O 6.4134 -4.0373 -1.6186 0.3383
H 4.6089 -2.9824 -0.1584 0.0025
H 3.5550 -2.3594 -1.5068 -0.0032
H 5.1899 -1.7380 -1.2175 -0.0017
H 4.5060 -4.6561 -2.1602 0.1101
H 5.1937 -2.3299 -3.5969 0.0860
H 4.6527 -3.8762 -4.3008 0.0239
C -1.9889 3.8619 1.9125 0.0000
C -3.3679 4.1551 1.2970 0.0000
C -3.6773 3.2204 0.1502 -0.0002
O -4.9853 2.8357 0.5501 0.0000
C -5.3295 3.1605 1.7921 0.0000
O -6.3052 2.8244 2.4815 0.0000
O -4.3801 4.0428 2.2330 0.0000
H -1.8346 4.4929 2.7879 0.0000
H -1.1824 4.0607 1.2067 0.0000
H -1.9071 2.8304 2.2552 0.0000
H -3.2779 5.1300 0.8179 0.0000
H -3.0418 2.3850 -0.1436 0.0001
H -3.8894 3.7765 -0.7630 0.0000
C 1.0601 -0.7274 4.3480 0.0000
C 2.1824 -1.7675 3.9698 0.0000
C 3.6536 -1.5764 4.4491 0.0000
O 3.9180 -2.9104 4.8727 0.0000
C 2.8276 -3.6379 5.0546 0.0000
O 2.8997 -4.8428 5.3564 0.0000
O 1.7551 -2.8450 4.7534 0.0000
H 1.1490 0.2576 3.8898 0.0000
H 1.0766 -0.5398 5.4216 0.0000
H 0.1172 -1.2072 4.0854 0.0000
H 2.2146 -2.0255 2.9112 0.0000
H 3.5949 -0.9143 5.3130 0.0000
H 4.2328 -1.1198 3.6466 0.0000
C -4.4486 3.7725 -4.5502 0.0000
C -4.5587 2.3877 -3.8755 0.0000
C -4.1026 1.2396 -4.7166 0.0000
O -3.2145 0.5638 -4.0086 0.0000
C -3.0237 1.0728 -2.8313 0.0000
O -2.4701 0.5800 -1.8577 0.0000
O -3.6288 2.2754 -2.8362 0.0000
H -3.4441 4.0175 -4.8951 0.0000
H -4.8464 4.5057 -3.8485 0.0000
H -5.0915 3.7235 -5.4291 0.0000
H -5.5634 2.0928 -3.5728 0.0000
H -3.7922 1.5913 -5.7006 0.0000
H -4.9382 0.5966 -4.9930 0.0000
C -0.1283 0.4971 0.9254 -0.0001
C 0.6866 1.7535 1.1066 -0.0001
O 2.0158 1.3349 0.8589 -0.0001
C 2.0664 -0.0139 0.8579 -0.0033
O 3.0474 -0.7369 0.7284 -0.0020
O 0.8781 -0.4740 1.1487 0.0010
F 0.5347 2.2467 2.3747 0.0000
H -0.4592 0.3950 -0.1081 0.0003
H -0.9575 0.4541 1.6316 0.0001
H 0.4854 2.5442 0.3838 0.0001
C 3.9521 3.5709 -1.0843 0.0000
C 4.9892 2.4699 -0.8545 0.0003
O 5.8404 2.6868 -1.9493 0.0001
C 5.0560 3.1397 -3.0095 0.0000
O 5.3128 3.0843 -4.1732 0.0000
O 3.9590 3.7297 -2.4776 0.0000
F 4.3124 1.3271 -0.8714 0.0027
H 4.0798 4.5268 -0.5763 0.0000
H 2.9818 3.1883 -0.7676 0.0000
H 5.4105 2.5295 0.1490 0.0000
```

***

A molecular structure, C40H46Cl6N7NiO. Source: OMol25; level of theory: ωB97M-V with the def2-TZVPD basis set.

Its gap between HOMO and LUMO (spin up / spin down) is 0.1684 / 0.1703 Ha. As for the total charge: +1. The HOMO energy (spin up / spin down) comes out at -10.89 / -10.89 eV. The spin multiplicity is 3. As for the maximum force: 3.68 eV/Å.

The geometry in XYZ format:
```
101
Properties=species:S:1:pos:R:3:mulliken_spin:R:1
Ni 0.8465 -3.8264 -2.2124 0.9999
C 0.0691 1.4136 2.4196 0.0000
C -1.0398 0.7030 1.5933 -0.0157
O -0.5001 -0.0563 0.5541 0.8960
H 0.6547 0.6479 2.9284 0.0001
H -0.3097 2.0481 3.2209 0.0003
H 0.6769 2.1448 1.8866 0.0003
H -1.7999 1.4036 1.2475 0.0431
H -1.6194 0.0651 2.2605 0.0760
N 7.6369 6.2347 -4.3508 0.0000
C 7.9660 5.1527 -3.5735 0.0000
C 7.2897 4.7588 -2.4120 0.0000
C 6.1350 5.4345 -2.1177 0.0000
C 5.6579 6.4258 -3.0211 0.0000
C 6.4832 6.8149 -4.1139 0.0000
H 8.8548 4.6345 -3.9020 0.0000
H 7.6391 3.9440 -1.7952 0.0000
H 5.6843 5.0810 -1.2021 0.0000
H 4.7106 6.9212 -2.8674 0.0000
H 6.1096 7.5353 -4.8267 0.0000
N -10.1584 -2.7584 0.0792 0.0000
C -9.5564 -1.6341 0.5275 0.0000
C -8.4767 -1.6321 1.4118 0.0000
C -7.9139 -2.8995 1.6413 0.0000
C -8.4658 -4.0518 1.0775 0.0000
C -9.6316 -4.0121 0.3556 0.0000
H -10.1522 -0.7491 0.3595 0.0000
H -8.0860 -0.7315 1.8621 0.0000
H -7.0731 -2.9800 2.3144 0.0000
H -7.9784 -4.9898 1.2988 0.0000
H -10.1693 -4.9137 0.1021 0.0000
N 3.1755 5.8829 6.0913 0.0000
C 4.1887 4.9985 5.9826 0.0000
C 5.4299 5.3914 5.4121 0.0000
C 5.5883 6.7125 4.9952 0.0000
C 4.5364 7.6064 5.0893 0.0000
C 3.4015 7.1508 5.6873 0.0000
H 4.0145 4.0464 6.4617 0.0000
H 6.3511 4.8349 5.5027 0.0000
H 6.5135 7.0626 4.5618 0.0000
H 4.6840 8.6413 4.8182 0.0000
H 2.5833 7.8489 5.7855 0.0000
N 2.8026 -0.6831 -5.3062 -0.0001
C 4.1515 -0.5875 -5.5477 0.0001
C 4.7203 0.4947 -6.2518 0.0000
C 3.9060 1.4829 -6.7771 0.0000
C 2.5384 1.3557 -6.6359 0.0000
C 2.0313 0.3321 -5.9027 0.0001
H 4.8300 -1.3105 -5.1195 0.0000
H 5.7903 0.6103 -6.3428 0.0000
H 4.2676 2.4019 -7.2143 0.0000
H 1.8316 2.1397 -6.8645 0.0000
H 0.9680 0.1925 -5.7748 0.0000
N -3.1317 -4.2707 -4.9317 0.0001
C -3.2078 -4.6842 -6.2521 -0.0001
C -4.3685 -4.8424 -7.0006 0.0000
C -5.5870 -4.4812 -6.4640 0.0000
C -5.6230 -4.0747 -5.1452 0.0000
C -4.3975 -3.9915 -4.4038 0.0000
H -2.2529 -4.8209 -6.7378 0.0000
H -4.3970 -5.1662 -8.0306 0.0000
H -6.5210 -4.5295 -7.0041 0.0000
H -6.5979 -3.8409 -4.7435 0.0000
H -4.3791 -3.7649 -3.3480 0.0000
N 4.8862 -3.2114 0.7008 0.0000
C 5.4537 -4.3361 1.2555 -0.0001
C 6.5589 -4.3448 2.1019 0.0000
C 7.0513 -3.0946 2.4895 0.0000
C 6.5230 -1.9072 1.9631 0.0000
C 5.4060 -2.0340 1.0987 0.0001
H 5.0275 -5.2940 0.9965 0.0000
H 6.9622 -5.3214 2.3259 0.0000
H 7.9313 -3.0471 3.1139 0.0000
H 6.8752 -0.9270 2.2487 0.0000
H 5.0936 -1.1004 0.6546 0.0000
N -0.8780 -6.8130 1.1792 -0.0001
C -1.4719 -8.0491 1.0028 0.0000
C -1.9146 -8.8586 2.0691 0.0000
C -1.7314 -8.3719 3.3142 0.0000
C -1.1091 -7.1700 3.5548 0.0000
C -0.6895 -6.4327 2.4838 0.0001
H -1.5945 -8.3857 -0.0160 0.0000
H -2.3087 -9.8509 1.9064 0.0000
H -1.9301 -8.9791 4.1850 0.0000
H -0.8613 -6.7783 4.5303 0.0000
H -0.2335 -5.4607 2.6005 -0.0001
C -5.1549 6.2408 2.2435 0.0000
Cl -6.7967 6.6290 2.7725 0.0000
Cl -4.1963 7.7032 2.3249 0.0000
H -4.7513 5.4443 2.8686 0.0000
H -5.1690 5.8634 1.2210 0.0000
C -2.8891 1.6308 9.1487 0.0000
Cl -1.4618 0.5180 9.3178 0.0000
Cl -4.0095 0.9944 7.9189 0.0000
H -3.3991 1.7942 10.0981 0.0000
H -2.4918 2.5848 8.8023 0.0000
C -4.6797 3.1249 -4.3743 0.0000
Cl -6.0684 2.8384 -3.4038 0.0000
Cl -4.7876 4.7271 -5.1713 0.0000
H -3.8141 3.0522 -3.7159 0.0000
H -4.7021 2.3551 -5.1457 0.0000
```

***

A molecular structure, C12H15Br9O9. Source: OMol25; level of theory: ωB97M-V with the def2-TZVPD basis set.

Its gap between HOMO and LUMO is 0.3601 Ha. The HOMO energy comes out at -10.39 eV. As for the maximum force: 1.14 eV/Å.

The geometry in XYZ format:
```
45
Properties=species:S:1:pos:R:3:lowdin_charge:R:1
C -2.8821 -2.9221 0.1078 -1.5743
Br -2.3629 -2.5588 1.9275 0.6078
Br -1.8584 -4.3407 -0.6997 0.6184
Br -2.7259 -1.2894 -0.9153 0.6170
H -3.9153 -3.2335 0.1087 -0.0245
C 0.8986 -0.3467 -0.2953 -1.6006
Br 2.0581 1.1833 -0.0906 0.6434
Br 1.4707 -1.7597 0.9041 0.5716
Br 0.9517 -0.9645 -2.1163 0.6310
H -0.1047 -0.0812 0.0079 -0.0782
C 1.2283 0.4558 4.1797 -1.6204
Br 1.5295 -1.4171 4.5192 0.5759
Br 1.0441 1.4963 5.7738 0.6084
Br -0.2605 0.7476 2.9738 0.5616
H 2.1021 0.8008 3.6456 -0.0308
C 0.9726 4.9936 -2.8270 -0.1031
C 1.6891 4.3278 -1.6295 -0.1384
O 2.6715 5.2986 -1.2438 0.0575
C 2.5551 6.4242 -1.9781 -0.5756
O 3.1731 7.4199 -1.8033 0.1658
O 1.6502 6.2469 -2.9728 0.0529
H -0.0795 5.1554 -2.6072 0.1237
H 1.1279 4.4555 -3.7589 0.1252
H 2.2261 3.4321 -1.9223 0.0857
H 0.9935 4.1496 -0.8162 0.0999
C -0.2266 -5.0230 4.0099 -0.1267
C 0.2822 -4.8919 2.5634 -0.1685
O 1.1138 -6.0399 2.4274 0.0634
C 1.4485 -6.5159 3.6570 -0.5641
O 2.2489 -7.3688 3.8435 0.1736
O 0.7381 -5.8797 4.6136 0.0646
H -1.2315 -5.4472 4.0224 0.1284
H -0.2394 -4.0780 4.5479 0.0993
H 0.7575 -3.9283 2.3851 0.0373
H -0.5456 -4.9709 1.8642 0.0515
C -1.3579 1.1549 -3.9401 -0.1419
C -2.7494 1.6448 -3.6343 -0.1045
O -2.6634 1.8446 -2.2102 0.0264
C -1.3899 2.2157 -1.9508 -0.5849
O -1.0149 2.7548 -0.9621 0.1459
O -0.5705 1.8723 -2.9825 0.0040
H -1.0218 1.3499 -4.9576 0.1379
H -1.2292 0.0821 -3.7796 0.0854
H -3.5300 0.9380 -3.9009 0.1351
H -2.9722 2.6126 -4.0880 0.1378
```